No. 1
This record from OMol25 describes a 3-piece molecular cluster, C13H23Br2F3IO9PS2 overall. The level of theory is ωB97M-V/def2-TZVPD.

The geometry in ORCA input format:
```
! wB97M-V def2-TZVPD RIJCOSX def2/J DEFGRID3
* xyz 0 1
H 0.56 0.20 0.49
O -3.32 2.17 5.53
F 0.64 -1.57 2.48
I -0.76 4.85 -0.72
Br -6.53 0.42 0.04
C 0.53 -2.05 1.06
O -1.30 1.27 6.68
C 5.81 -0.47 -4.69
C -3.73 -0.20 -1.20
O -2.20 0.08 4.73
C 0.00 -1.04 -1.47
O 2.27 -0.82 -0.34
H -1.11 0.28 -3.69
H -2.61 1.38 -3.03
H -2.85 -0.53 1.63
H -4.58 -0.19 2.32
C -3.79 0.21 1.51
O 3.05 0.39 -3.17
C -0.31 0.42 6.09
H 0.53 1.61 -2.14
H -1.55 0.00 -0.03
H 6.41 -0.86 -5.52
C 0.80 -0.82 -0.02
O 4.44 -0.82 -4.86
S -2.75 0.94 6.01
H -0.58 2.82 -3.07
H -0.30 -0.52 6.65
H 0.54 -0.56 -2.38
F 1.55 -3.14 0.92
H -2.18 -1.91 -1.60
H 5.88 0.62 -4.67
O 3.06 -2.15 -3.25
C -1.63 0.80 -2.76
H -0.71 2.13 0.06
O 5.08 -0.89 -2.49
C -0.57 1.98 -2.22
H 7.09 -0.58 -2.92
H 2.44 -1.60 -0.97
H -2.36 2.45 -0.83
H 0.67 0.88 6.14
O -3.46 0.03 6.89
Br -4.95 -0.35 -2.84
C -4.52 0.11 0.06
C -0.78 0.20 4.66
C -1.19 2.66 -0.87
P -1.87 -0.50 -1.33
H -0.35 -0.70 4.22
H 6.40 -2.15 -3.43
S 3.72 -0.87 -3.39
H 0.03 -2.22 -1.65
C 6.21 -1.07 -3.34
H -3.54 1.31 1.82
H -0.54 1.06 4.03
F -0.81 -2.69 0.87
*
```

## Properties
* Kohn-Sham gap: 8.9 eV



No. 2
This record from OMol25 describes C21H21Cl2N9O4PSTl as an isolated structure. The level of theory is ωB97M-V/def2-TZVPD.

The geometry in ORCA input format:
```
! wB97M-V def2-TZVPD RIJCOSX def2/J DEFGRID3
* xyz -2 1
N 2.94 0.50 1.25
H 2.53 1.30 -0.64
H 2.45 -0.76 4.24
C 3.18 1.56 0.22
H 3.41 1.35 -2.90
H -4.58 -1.59 -1.95
H -0.88 -1.20 -3.90
O -2.90 2.01 0.67
C 1.11 -0.27 -3.84
Cl -5.38 3.26 -0.36
H 2.79 2.49 0.66
Tl -1.13 -0.19 0.30
C -2.83 -0.51 -2.42
H 0.21 3.85 2.33
H 3.60 -5.81 -0.23
H 1.27 -6.16 1.57
N 0.25 -3.20 0.41
H 4.04 -4.98 1.33
H -0.91 5.94 1.82
H 1.13 0.31 -4.73
N 0.31 -1.60 -2.21
O -0.10 2.23 1.12
C 3.54 -4.89 0.35
O -2.02 0.42 -2.03
C -1.71 4.02 1.27
N 2.14 -1.40 2.26
C 2.56 -0.50 3.20
H -3.84 0.60 -0.17
H -1.01 -4.55 1.46
C -0.04 -4.40 1.04
C -2.88 3.25 0.73
N 2.12 -4.45 0.51
C -4.03 5.39 0.50
C -0.46 3.33 1.58
C 1.09 -5.17 1.09
H 3.87 -0.14 -3.87
H 4.05 -4.08 -0.17
N 2.05 -0.30 -2.84
C -4.02 4.04 0.32
H 3.37 1.53 3.12
H -4.92 6.03 0.30
C -2.93 6.08 1.06
N -4.20 -2.87 1.36
O -2.86 -1.26 -3.42
C -3.40 -2.59 2.17
C -1.77 5.40 1.45
C 3.01 0.65 2.63
H 4.09 -0.08 -2.13
C 3.46 0.26 -2.95
P 2.45 -1.73 -0.46
C 1.56 -3.24 0.11
H 4.25 1.64 0.01
N -4.02 -0.81 -1.61
N -4.15 -0.38 -0.36
S -2.34 -2.14 3.33
C 1.55 -1.20 -1.89
H -4.56 -0.96 0.37
Cl -2.99 7.78 1.27
C 2.42 -0.80 1.10
C 0.05 -1.04 -3.41
*
```

## Properties
* Kohn-Sham gap: 4.3 eV
* ΔE to the lowest compared entry with this formula, charge and spin: 21.4 kJ/mol



No. 3
This record from OMol25 describes C25H38MnN9O3S2 as an isolated structure. The level of theory is ωB97M-V/def2-TZVPD.

The geometry in ORCA input format:
```
! wB97M-V def2-TZVPD RIJCOSX def2/J DEFGRID3
* xyz 1 2
C -0.47 -2.17 3.49
H 3.82 -2.35 1.83
O -3.80 -0.09 -1.67
H -0.52 4.47 -5.61
N -1.67 -2.56 1.43
C -1.46 -4.43 -0.27
N 0.61 -3.13 -0.06
N -1.20 0.27 1.50
N -1.55 -0.41 -0.62
H 1.75 -3.37 2.23
H -2.08 -4.96 -0.98
S -2.45 -0.49 -1.97
C -0.74 0.36 -3.93
H 2.21 -3.74 -1.33
H 0.53 -3.71 0.77
H -2.35 -1.84 1.68
H 0.49 6.60 1.53
N 0.67 -1.65 2.72
H 0.69 2.00 -2.24
H 0.90 -0.73 3.10
C 0.95 2.72 0.91
C 3.11 -1.66 2.30
H -2.09 -3.57 3.26
O 1.47 4.14 3.23
C 0.79 2.62 -1.36
C 1.16 4.78 2.24
C 1.02 4.11 0.91
N 1.88 -0.76 0.25
H 3.64 -1.23 3.15
H -2.87 -2.82 -0.24
H 1.07 5.83 -0.40
H 0.99 2.21 1.86
C -1.76 0.71 -3.06
C 1.89 -2.46 2.80
C 0.99 4.76 -0.32
H -0.62 -4.06 2.46
H 0.84 4.46 -2.45
C -2.23 2.02 -3.02
C -1.57 1.18 2.47
Mn -0.06 -1.26 0.74
C -0.60 2.65 -4.68
H 0.22 -4.52 -1.61
S -3.19 1.58 0.54
C 0.87 4.00 -1.48
H 1.92 -1.37 -1.74
C -2.37 -3.46 0.48
C -0.32 -3.77 -1.03
C -1.24 -3.19 2.68
H 0.63 1.06 -5.42
O -2.21 -1.78 -2.56
H -0.71 -3.02 -1.70
H -0.14 -2.60 4.45
H -0.42 -0.67 -3.99
H -1.04 1.22 3.41
C -0.16 1.33 -4.74
C -1.94 0.39 0.40
C -1.65 2.98 -3.82
H -3.06 2.28 -2.37
C -2.61 1.97 2.12
H -1.13 -1.33 3.72
H 2.38 0.34 1.92
N 0.92 6.11 2.29
H 2.65 -3.48 0.34
H 0.96 6.56 3.19
N 0.83 1.98 -0.19
H 3.48 -1.54 -0.93
H -3.13 -4.03 1.02
H 1.63 0.15 -0.16
C 2.81 -0.49 1.35
C 2.40 -1.65 -0.80
H 2.07 -2.79 3.84
H -2.02 4.00 -3.80
H 3.77 -0.12 0.96
C 2.03 -3.09 -0.47
H 0.53 3.32 -6.24
N 0.02 3.64 -5.44
H -3.09 2.73 2.72
H -1.05 -5.19 0.41
*
```

## Properties
* Kohn-Sham gap (alpha / beta): 8.3 / 8.2 eV
* ΔE to the lowest compared entry with this formula, charge and spin: 6.2 kJ/mol



No. 4
This record from OMol25 describes a 2-piece molecular cluster, C5H16N3 overall. The level of theory is ωB97M-V/def2-TZVPD.

The geometry in ORCA input format:
```
! wB97M-V def2-TZVPD RIJCOSX def2/J DEFGRID3
* xyz 1 1
H -2.57 -2.00 0.53
C -1.64 0.51 -1.46
H 0.64 0.54 0.57
H 1.19 1.18 2.05
H -0.81 -1.05 -2.39
H -2.16 -2.04 -1.15
C 1.44 0.42 1.31
C 1.58 -0.99 1.89
C 2.80 0.95 0.81
H 3.21 0.37 -0.02
N -1.07 -0.11 -2.49
H 3.46 0.87 1.67
N -1.87 1.82 -1.48
N -1.98 -0.18 -0.37
H -1.58 2.39 -2.25
C -1.85 -1.64 -0.19
H -1.95 0.37 0.48
H -2.61 2.17 -0.90
H -1.10 0.23 -3.44
H -0.85 -1.90 0.14
H 2.81 1.99 0.48
H 1.68 -1.73 1.10
H 2.47 -0.98 2.51
H 0.77 -1.18 2.58
*
```

## Properties
* Kohn-Sham gap: 11.2 eV
* ΔE to the lowest compared entry with this formula, charge and spin: 46.2 kJ/mol



No. 5
This record from OMol25 describes an isolated molecule of C5H11N. The level of theory is ωB97M-V/def2-TZVPD.

The geometry in ORCA input format:
```
! wB97M-V def2-TZVPD RIJCOSX def2/J DEFGRID3
* xyz 0 1
H -1.07 -0.32 2.04
H -0.29 1.71 -1.59
C 1.08 0.93 0.68
H 1.23 0.99 -2.17
H 0.94 -1.74 0.71
H -0.33 0.14 -2.40
H -2.36 0.22 0.93
H 1.12 0.44 1.66
C 0.43 -1.39 -0.19
H -2.17 -1.50 1.28
C 0.25 0.76 -1.72
C 0.35 0.09 -0.37
H 2.11 1.08 0.35
N -0.83 -0.69 -0.08
H 0.62 1.92 0.80
C -1.62 -0.57 1.12
H 0.52 -2.07 -1.04
*
```

## Properties
* Kohn-Sham gap: 9.8 eV
* ΔE to the lowest compared entry with this formula, charge and spin: 120.2 kJ/mol



No. 6
This record from OMol25 describes a 5-piece molecular cluster, C21H60ClN9O10P3 overall. The level of theory is ωB97M-V/def2-TZVPD.

The geometry in ORCA input format:
```
! wB97M-V def2-TZVPD RIJCOSX def2/J DEFGRID3
* xyz -1 1
H -4.14 -4.79 -2.16
O -1.77 -6.68 -3.98
N 4.70 -0.34 -0.70
O 1.10 1.20 -3.12
H -3.42 -7.79 -4.37
H 0.61 -3.61 -3.69
H 6.77 -0.44 -0.41
C 2.08 3.03 3.39
H -2.30 1.40 4.26
C 6.04 -0.49 -1.22
O -1.82 -2.23 0.62
C -2.98 -6.86 -4.72
N -4.35 -2.58 1.10
P -3.16 -2.12 0.03
O 0.17 0.12 -1.26
H -3.12 -2.87 2.80
H -3.69 -6.06 -4.48
H 6.17 -1.45 -1.72
P -0.32 2.73 2.29
H 0.07 5.46 0.02
H 2.72 -0.94 -1.27
H 0.21 3.39 -1.12
H 3.47 0.40 -2.22
H 6.34 0.32 -1.90
C -3.13 0.49 0.46
H 1.90 -4.75 -3.34
H -0.32 1.91 -0.27
Cl 0.09 0.26 -2.68
C 1.03 -4.59 -3.97
H 6.98 1.67 2.75
H 5.94 -1.46 1.34
N -3.50 -3.02 -1.31
H -1.30 2.75 4.92
N 4.14 2.17 0.09
H -5.44 0.03 -1.01
H -4.07 -1.39 2.83
C 3.63 -0.55 -1.70
H -2.23 0.22 1.01
C 5.14 2.67 -0.85
H -2.78 -6.85 -5.78
H -4.14 0.67 -2.01
H 4.94 2.32 -1.87
H -3.03 2.95 4.65
O 0.10 -5.64 -3.68
H 3.97 -1.29 -2.42
H 6.14 2.51 -0.47
H 2.70 3.80 2.93
N -1.84 2.99 2.93
O 3.09 0.13 1.29
H 2.62 3.65 -0.24
H -4.85 -3.00 3.08
O 0.04 1.34 2.06
H 2.06 2.09 0.39
C 6.09 -0.67 2.07
H -2.49 -1.68 -2.67
H -2.93 1.42 -0.08
C 0.38 4.62 4.20
C 2.78 2.56 -0.28
H -3.89 3.01 2.57
H -1.79 -3.28 -2.49
H -4.55 -1.01 -2.20
H 5.24 1.83 3.22
H -3.28 -3.09 -3.40
H -2.97 2.29 1.26
H 5.85 2.66 1.80
H 2.18 2.13 2.76
C -0.98 -5.70 -4.45
P 4.30 0.60 0.61
C -2.73 -2.73 -2.52
H 1.23 5.30 4.13
H -6.25 -1.71 1.15
H 2.55 2.26 -1.32
N 5.69 0.61 1.53
C -3.84 -4.43 -1.18
H -1.51 3.10 -0.71
H -3.95 0.68 1.17
C -0.47 2.99 -0.37
H 0.19 4.35 5.24
N -0.26 3.64 0.91
C -2.12 2.48 4.26
H -2.94 4.02 1.43
H -0.48 5.13 3.77
N 0.68 3.40 3.43
H -1.50 5.36 0.93
C -2.95 3.09 2.01
H 7.18 -0.68 2.25
O -1.23 -5.00 -5.39
H -2.96 -5.03 -0.87
H 5.61 -0.92 3.02
O 0.31 -1.03 -3.31
C -5.74 -2.60 0.75
H 2.41 2.75 4.39
H 0.03 5.51 1.78
C -4.46 -0.22 -1.45
H -6.25 -3.45 1.21
H -5.87 -2.59 -0.32
H 5.03 3.76 -0.90
C 5.96 1.76 2.39
O -1.22 0.74 -3.07
H 1.27 -4.54 -5.03
N -3.44 -0.56 -0.49
C -0.44 5.07 0.90
H -4.64 -4.58 -0.46
C -4.09 -2.45 2.53
*
```

## Properties
* Kohn-Sham gap: 8.3 eV
* ΔE to the lowest compared entry with this formula, charge and spin: 71.2 kJ/mol



What did the fourth record say?
This record from OMol25 describes a 2-piece molecular cluster, C5H16N3 overall. The level of theory is ωB97M-V/def2-TZVPD.

The geometry in ORCA input format:
```
! wB97M-V def2-TZVPD RIJCOSX def2/J DEFGRID3
* xyz 1 1
H -2.57 -2.00 0.53
C -1.64 0.51 -1.46
H 0.64 0.54 0.57
H 1.19 1.18 2.05
H -0.81 -1.05 -2.39
H -2.16 -2.04 -1.15
C 1.44 0.42 1.31
C 1.58 -0.99 1.89
C 2.80 0.95 0.81
H 3.21 0.37 -0.02
N -1.07 -0.11 -2.49
H 3.46 0.87 1.67
N -1.87 1.82 -1.48
N -1.98 -0.18 -0.37
H -1.58 2.39 -2.25
C -1.85 -1.64 -0.19
H -1.95 0.37 0.48
H -2.61 2.17 -0.90
H -1.10 0.23 -3.44
H -0.85 -1.90 0.14
H 2.81 1.99 0.48
H 1.68 -1.73 1.10
H 2.47 -0.98 2.51
H 0.77 -1.18 2.58
*
```

## Properties
* Kohn-Sham gap: 11.2 eV
* ΔE to the lowest compared entry with this formula, charge and spin: 46.2 kJ/mol